(1)
{"formula": "C31H44BrCrN3P2", "method": "ωB97M-V/def2-TZVPD", "gap_ev": [4.59, 5.03], "fmax_ha_per_bohr": 0.058, "lumo_ev": [-7.8, -7.4], "charge": 2, "spin_multiplicity": 5, "e_homo_ev": [-12.40, -12.40], "elements": ["N", "C", "C", "C", "C", "C", "C", "Cr", "P", "C", "C", "C", "C", "C", "C", "C", "Br", "H", "H", "H", "H", "H", "H", "H", "H", "H", "H", "P", "C", "C", "H", "H", "H", "H", "H", "C", "C", "H", "H", "H", "H", "H", "C", "C", "H", "H", "H", "H", "H", "C", "C", "H", "H", "H", "H", "H", "C", "C", "H", "H", "H", "H", "H", "C", "C", "H", "H", "H", "H", "H", "N", "C", "C", "C", "C", "N", "C", "C", "H", "H", "H", "H"], "coordinates": [[7.110, -0.929, -6.244], [6.947, -1.948, -5.398], [6.021, -1.894, -4.346], [5.242, -0.727, -4.143], [5.502, 0.360, -5.016], [6.421, 0.194, -6.067], [4.183, -0.710, -3.127], [0.012, -0.209, 0.586], [-4.825, -0.292, 0.602], [3.218, 0.247, -3.015], [1.957, 0.056, -2.321], [0.770, 0.714, -2.754], [-0.499, 0.267, -2.391], [-0.651, -0.891, -1.572], [0.605, -1.465, -0.960], [1.870, -0.920, -1.329], [-2.093, -2.139, -1.975], [4.182, -1.593, -2.485], [3.340, 1.168, -3.584], [5.884, -2.765, -3.716], [4.995, 1.317, -4.911], [7.548, -2.848, -5.548], [6.608, 0.987, -6.802], [0.863, 1.517, -3.494], [2.794, -1.392, -0.989], [-1.376, 0.811, -2.770], [0.635, -2.434, -0.453], [0.300, 1.965, 1.490], [-5.265, -1.790, -0.364], [-6.632, -1.750, -1.055], [-5.275, -2.605, 0.371], [-4.473, -1.967, -1.101], [-6.754, -2.658, -1.656], [-7.432, -1.748, -0.303], [-6.763, -0.881, -1.709], [-3.958, 0.844, -0.573], [-4.788, 2.137, -0.661], [-3.841, 0.337, -1.550], [-2.952, 1.039, -0.158], [-4.343, 2.819, -1.399], [-5.828, 1.925, -0.953], [-4.818, 2.651, 0.311], [-3.565, -0.769, 1.792], [-4.172, -0.865, 3.192], [-2.825, 0.042, 1.764], [-3.083, -1.704, 1.499], [-3.443, -0.488, 3.922], [-5.086, -0.261, 3.251], [-4.445, -1.879, 3.482], [0.156, 2.403, 3.235], [1.195, 3.396, 3.744], [0.188, 1.474, 3.819], [-0.861, 2.805, 3.360], [2.180, 2.931, 3.854], [1.295, 4.268, 3.089], [0.892, 3.759, 4.732], [-0.727, 3.143, 0.566], [-0.119, 3.607, -0.747], [-0.932, 3.981, 1.246], [-1.679, 2.616, 0.388], [0.947, 3.839, -0.657], [-0.219, 2.829, -1.512], [-0.633, 4.504, -1.114], [2.043, 2.018, 0.916], [3.044, 1.196, 1.724], [2.356, 3.070, 0.871], [2.034, 1.632, -0.120], [3.978, 1.133, 1.151], [3.277, 1.652, 2.694], [2.703, 0.165, 1.895], [1.470, -5.398, 5.445], [0.940, -4.567, 4.819], [0.344, -3.520, 4.001], [0.826, -2.210, 4.065], [0.375, -1.283, 3.148], [-0.400, -1.632, 2.077], [-1.051, -2.830, 2.182], [-0.691, -3.808, 3.106], [1.595, -1.941, 4.800], [0.694, -0.242, 3.227], [-1.874, -3.072, 1.517], [-1.165, -4.791, 3.107]], "mulliken_charge": [-0.54, -0.33, -0.51, 0.53, -0.41, -0.37, -0.19, 0.28, -0.39, -0.72, 1.04, -0.61, -0.16, 0.68, -1.65, -0.65, 0.02, 0.25, 0.33, 0.36, 0.33, 0.36, 0.37, 0.45, 0.57, 0.49, 0.95, 0.91, 0.26, -1.27, 0.44, -0.43, 0.39, 0.34, 0.32, 0.85, -1.42, 0.32, -0.84, 0.39, 0.42, 0.34, 2.31, -1.46, -0.80, -0.93, 0.33, 0.49, 0.35, -0.35, -1.31, 0.37, 0.61, 0.26, 0.34, 0.42, -0.30, -1.06, 0.69, -0.03, 0.30, 0.09, 0.46, -0.76, -1.30, 0.64, 0.28, 0.39, 0.27, 0.18, -0.34, -0.33, 0.69, -1.10, -0.40, 0.76, -0.43, -0.90, 0.52, 0.51, 0.54, 0.51]}

(2)
{"formula": "C31H44BrN3P2V", "method": "ωB97M-V/def2-TZVPD", "gap_ev": [4.40, 4.26], "relative_energy_kcal_mol": 12.3, "fmax_ha_per_bohr": 0.058, "lumo_ev": [-7.7, -7.8], "charge": 2, "spin_multiplicity": 4, "e_homo_ev": [-12.09, -12.09], "elements": ["N", "C", "C", "C", "C", "C", "C", "V", "P", "C", "C", "C", "C", "C", "C", "C", "Br", "H", "H", "H", "H", "H", "H", "H", "H", "H", "H", "P", "C", "C", "H", "H", "H", "H", "H", "C", "C", "H", "H", "H", "H", "H", "C", "C", "H", "H", "H", "H", "H", "C", "C", "H", "H", "H", "H", "H", "C", "C", "H", "H", "H", "H", "H", "C", "C", "H", "H", "H", "H", "H", "N", "C", "C", "C", "C", "N", "C", "C", "H", "H", "H", "H"], "coordinates": [[-6.162, 4.509, -3.945], [-6.013, 4.860, -2.666], [-5.270, 4.096, -1.754], [-4.632, 2.892, -2.188], [-4.799, 2.564, -3.562], [-5.564, 3.401, -4.384], [-3.789, 2.142, -1.271], [-1.095, 0.431, 0.172], [4.813, -0.696, 0.497], [-2.814, 1.207, -1.637], [-1.437, 1.657, -1.509], [-0.362, 0.987, -2.182], [0.960, 1.375, -1.869], [1.231, 2.463, -0.982], [0.199, 2.893, -0.126], [-1.144, 2.524, -0.379], [2.898, 3.224, -1.008], [-3.963, 2.375, -0.211], [-3.046, 0.504, -2.438], [-5.151, 4.465, -0.734], [-4.337, 1.682, -4.010], [-6.500, 5.785, -2.344], [-5.703, 3.167, -5.442], [-0.582, 0.372, -3.083], [-1.997, 2.939, 0.201], [1.804, 0.974, -2.411], [0.417, 3.532, 0.732], [-0.821, -1.997, -0.131], [5.199, 1.100, 0.538], [6.642, 1.454, 0.169], [4.977, 1.449, 1.560], [4.497, 1.580, -0.164], [6.800, 2.532, 0.306], [7.357, 0.915, 0.803], [6.873, 1.205, -0.873], [3.892, -0.914, -1.077], [4.649, -1.921, -1.954], [3.818, 0.067, -1.570], [2.870, -1.255, -0.852], [4.205, -1.979, -2.956], [5.698, -1.618, -2.069], [4.650, -2.922, -1.502], [3.636, -0.959, 1.862], [4.338, -1.678, 3.020], [2.791, -1.546, 1.485], [3.249, 0.018, 2.176], [3.659, -2.359, 3.541], [5.186, -2.272, 2.660], [4.724, -0.958, 3.749], [-0.802, -3.368, 1.103], [-1.708, -4.573, 0.813], [-1.045, -2.916, 2.076], [0.244, -3.702, 1.171], [-2.757, -4.373, 1.069], [-1.663, -4.893, -0.237], [-1.392, -5.428, 1.428], [0.242, -2.696, -1.454], [-0.171, -2.344, -2.878], [0.286, -3.791, -1.334], [1.261, -2.325, -1.246], [-1.253, -2.424, -3.032], [0.149, -1.331, -3.141], [0.313, -3.023, -3.591], [-2.570, -2.027, -0.755], [-3.586, -1.582, 0.293], [-2.782, -3.052, -1.083], [-2.649, -1.386, -1.647], [-4.589, -1.893, -0.027], [-3.413, -2.036, 1.278], [-3.621, -0.489, 0.418], [-0.403, 0.845, 7.651], [-0.367, 0.695, 6.488], [-0.366, 0.512, 5.059], [-1.240, -0.406, 4.476], [-1.368, -0.449, 3.091], [-0.660, 0.379, 2.280], [0.307, 1.154, 2.836], [0.464, 1.258, 4.219], [-1.816, -1.098, 5.084], [-2.071, -1.139, 2.614], [0.937, 1.737, 2.160], [1.241, 1.897, 4.633]], "mulliken_charge": [-0.50, -0.37, -0.47, 0.30, -0.31, -0.42, -0.41, 0.56, -0.29, -0.66, 0.31, -0.43, -0.54, -0.15, -0.72, -0.14, -0.03, 0.67, 0.74, 0.36, 0.36, 0.37, 0.38, 0.96, 0.29, 0.61, 0.67, 0.92, 0.65, -1.32, 0.54, -0.85, 0.38, 0.38, 0.33, 1.21, -1.50, 0.07, -0.99, 0.40, 0.44, 0.37, 0.81, -1.37, -0.23, -0.10, 0.36, 0.41, 0.32, -0.40, -1.34, 0.26, 0.54, 0.31, 0.33, 0.42, -0.26, -1.13, 0.65, -0.08, 0.35, 0.10, 0.45, -0.68, -1.44, 0.72, 0.16, 0.42, 0.29, 0.22, -0.36, -0.27, 0.57, -0.90, -0.41, 0.17, -0.36, -0.73, 0.52, 0.50, 0.43, 0.54]}

(3)
{"formula": "C31H44HgN7O4PSTe", "method": "ωB97M-V/def2-TZVPD", "gap_ev": [5.32, 6.46], "fmax_ha_per_bohr": 0.018, "lumo_ev": [2.6, 2.4], "charge": -1, "spin_multiplicity": 2, "e_homo_ev": [-2.76, -4.02], "elements": ["Hg", "C", "C", "N", "C", "C", "C", "C", "C", "C", "C", "N", "C", "C", "N", "N", "H", "H", "H", "H", "H", "H", "H", "H", "H", "H", "H", "H", "H", "H", "H", "H", "H", "H", "S", "C", "C", "C", "C", "C", "N", "H", "H", "H", "H", "C", "N", "N", "C", "O", "C", "C", "C", "C", "C", "C", "C", "C", "C", "H", "H", "H", "H", "H", "H", "H", "H", "H", "H", "H", "H", "C", "C", "O", "P", "O", "Te", "O", "C", "C", "H", "H", "H", "H", "H", "H", "H", "H", "H", "H"], "coordinates": [[0.956, -0.229, 0.921], [0.434, 1.392, 4.856], [0.815, -0.085, 4.831], [0.216, -0.809, 3.734], [-1.209, -1.029, 3.801], [-2.006, 0.144, 3.258], [-3.200, 0.529, 3.854], [-3.876, 1.619, 3.321], [-3.308, 2.348, 2.287], [-2.090, 1.903, 1.767], [-1.348, 2.695, 0.675], [0.048, 2.869, 0.942], [0.529, 3.800, 1.924], [0.281, 3.371, 3.365], [0.841, 2.081, 3.672], [-1.521, 0.789, 2.193], [0.891, 1.816, 5.766], [-0.648, 1.504, 4.975], [0.552, -0.513, 5.818], [1.907, -0.178, 4.731], [0.702, -1.651, 3.474], [-1.552, -1.253, 4.829], [-1.438, -1.896, 3.169], [-3.564, -0.014, 4.712], [-4.840, 1.922, 3.721], [-3.772, 3.255, 1.894], [-1.872, 3.643, 0.483], [-1.389, 2.103, -0.250], [0.604, 2.823, 0.107], [0.119, 4.816, 1.818], [1.610, 3.873, 1.762], [-0.809, 3.368, 3.594], [0.723, 4.176, 3.979], [1.401, 1.600, 2.981], [2.505, -2.968, 1.571], [2.623, -2.853, -0.175], [3.690, -3.451, -0.889], [3.736, -3.399, -2.259], [2.745, -2.712, -2.972], [1.778, -2.082, -2.209], [1.718, -2.152, -0.880], [4.479, -3.960, -0.339], [4.576, -3.848, -2.800], [2.816, -2.570, -4.040], [1.039, -1.456, -2.691], [-1.898, -3.733, -3.374], [-2.040, -3.980, -1.946], [-2.231, -2.778, -1.227], [-1.449, -2.816, -0.062], [-1.588, -2.046, 0.866], [-0.602, -3.977, -0.207], [-0.945, -4.595, -1.349], [-0.213, -5.684, -2.028], [-3.502, -2.155, -1.266], [-4.619, -2.822, -1.772], [-5.846, -2.175, -1.851], [-5.975, -0.870, -1.422], [-4.865, -0.222, -0.876], [-3.637, -0.858, -0.790], [-2.784, -3.235, -3.747], [-1.790, -4.710, -3.849], [-1.031, -3.093, -3.572], [0.186, -4.240, 0.450], [0.587, -6.011, -1.366], [0.247, -5.335, -2.955], [-0.850, -6.535, -2.246], [-4.506, -3.839, -2.136], [-6.698, -2.709, -2.258], [-6.928, -0.378, -1.526], [-4.956, 0.800, -0.541], [-2.775, -0.386, -0.362], [6.055, 1.857, -3.330], [5.170, 2.279, -2.195], [3.844, 1.744, -2.459], [2.669, 2.032, -1.378], [1.369, 1.453, -1.837], [3.517, 1.482, 0.779], [2.570, 3.671, -1.374], [2.197, 4.331, -2.607], [0.950, 5.132, -2.297], [7.071, 2.191, -3.117], [5.736, 2.295, -4.275], [6.043, 0.778, -3.427], [5.115, 3.365, -2.128], [5.561, 1.897, -1.254], [1.991, 3.595, -3.380], [3.037, 4.967, -2.917], [0.164, 4.470, -1.947], [0.603, 5.653, -3.199], [1.156, 5.865, -1.523]], "mulliken_charge": [0.81, -0.58, -1.27, 0.28, -1.58, 0.73, -0.89, -0.65, -0.85, 0.38, -1.25, 0.98, -0.97, -0.55, 0.28, 1.38, 0.44, 0.32, 0.37, 0.44, 0.19, 0.23, 0.29, 0.45, 0.40, 0.44, 0.16, 0.31, -0.44, 0.30, 0.23, 0.23, 0.42, -0.19, -0.53, 0.21, -0.81, -0.23, -1.05, -0.56, 0.35, 0.42, 0.36, 0.47, 0.53, -1.07, -0.18, 0.75, 0.31, -0.33, -0.96, 0.30, -1.69, 0.07, -0.18, -0.70, -0.59, -0.44, -0.17, 0.43, 0.45, 0.17, 0.63, 0.43, 0.36, 0.38, 0.44, 0.35, 0.39, 0.40, 0.32, -1.39, -0.01, -0.45, 0.64, -0.64, -0.45, -0.19, -0.27, -1.06, 0.40, 0.31, 0.31, 0.22, 0.21, 0.38, 0.27, 0.13, 0.40, 0.30]}